Run 1
17
Properties=species:S:1:pos:R:3 method="wB97M-V/def2-TZVPD" total_charge=0 orbital_gap_ev=8.5892 lumo_energy_ev=-0.260
C 1.79 -1.34 -0.41
C 0.57 -1.17 0.51
C -0.07 -0.05 0.75
C 0.62 1.22 0.51
N 0.11 2.03 -0.57
S -1.73 0.15 1.39
C -2.68 -0.29 -0.05
S -4.29 -0.22 -0.23
H 1.47 -1.98 -1.23
H 2.14 -0.40 -0.89
H 2.55 -1.91 0.15
H 0.12 -2.08 0.84
H 0.52 1.86 1.40
H 1.75 1.05 0.44
H -0.83 2.30 -0.35
H 0.03 1.51 -1.43
H -2.07 -0.69 -0.83


Run 2
17
Properties=species:S:1:pos:R:3 method="wB97M-V/def2-TZVPD" total_charge=0 smiles="NC1(C(=S)S)CCC1" orbital_gap_ev=8.4463 lumo_energy_ev=-0.001
N 1.07 1.61 0.79
C 0.78 0.27 0.55
C -0.44 0.23 -0.40
S -0.43 -0.37 -1.93
S -1.92 0.88 0.24
C 0.26 -0.84 1.44
C 1.20 -1.85 0.60
C 1.92 -0.58 0.01
H 2.06 1.56 1.20
H 0.38 2.17 1.40
H -1.72 0.88 1.57
H -0.88 -1.12 1.31
H 0.40 -0.39 2.46
H 0.65 -2.42 -0.16
H 1.82 -2.64 1.01
H 2.90 -0.42 0.53
H 2.20 -0.47 -1.04


It comes down to run 1, which is 1.099 eV more stable than the next structure.